Entry 1:
ORCA calculation (ωB97M-V with the def2-TZVPD basis set) on a gas-phase ion, C5H15N2S (charge +1).

```
23
Properties=species:S:1:pos:R:3:mulliken_charge:R:1
C 2.532 -1.492 -0.830 -0.9657
C 2.058 -0.190 -1.490 -0.4321
N 1.221 0.503 -0.401 -0.3272
C 0.177 -0.175 0.390 -0.8888
C -0.959 0.895 0.456 0.0789
N -1.840 0.683 -0.823 -0.3613
C -1.855 0.782 1.705 -0.9842
S -3.288 -0.332 1.637 -0.1698
H 3.476 -1.783 -1.303 0.3599
H 2.748 -1.309 0.225 0.2953
H 1.717 -2.197 -0.804 0.3116
H 2.898 0.456 -1.733 0.3622
H 1.560 -0.298 -2.480 0.2087
H 1.871 0.978 0.205 0.2240
H -0.038 -1.081 -0.180 0.4163
H 0.324 -0.500 1.425 0.3072
H -0.475 1.851 0.289 0.4946
H -2.526 1.440 -0.875 0.3287
H -2.178 -0.271 -0.895 0.3593
H -1.198 0.793 -1.608 0.3517
H -2.196 1.814 1.969 0.3893
H -1.206 0.551 2.532 0.4639
H -2.824 -1.117 2.589 0.1777
```

The net charge is +1. The SMILES is CCNC[C@@H]([NH3+])CS. Its multiplicity is 1. The largest force on an atom comes out at 2.61 eV/A. As for the HOMO energy: -12.61 eV. Its energy above the lowest of the compared OMol25 structures with the same formula, charge and spin is 152.0 kJ/mol.

=====

Entry 2:
ORCA calculation (ωB97M-V with the def2-TZVPD basis set) on 2 unconnected molecules or ions with the total composition C5H15N2S.

```
23
Properties=species:S:1:pos:R:3:mulliken_charge:R:1
C 1.840 2.374 1.771 -0.8237
C 1.237 1.207 1.589 0.0229
N 1.439 0.398 0.416 -0.3334
C 1.562 -1.049 0.679 -0.9959
H 2.560 2.756 1.058 0.2351
H 1.610 2.951 2.649 0.2747
H 0.516 0.787 2.279 0.3637
H 2.271 0.746 -0.039 0.2851
H 2.447 -1.293 1.261 0.3712
H 0.688 -1.378 1.241 0.3561
H 1.572 -1.577 -0.272 0.3258
C -1.840 -0.232 -0.691 -0.4929
C -1.562 -1.291 -1.749 -0.6025
S -2.753 -2.655 -1.668 -0.1452
N -0.840 0.877 -0.798 -0.3752
H -1.745 -0.641 0.313 0.3333
H -2.838 0.189 -0.800 0.3899
H -0.560 -1.689 -1.601 0.2317
H -1.659 -0.832 -2.732 0.3614
H -2.325 -3.153 -0.499 0.1329
H -1.120 1.723 -0.303 0.3673
H -0.773 1.159 -1.779 0.3314
H 0.274 0.623 -0.324 0.3865
```

The net charge is +1. Its multiplicity is 1. The largest force on an atom comes out at 0.63 eV/A. As for the HOMO energy: -12.59 eV. Its energy above the lowest of the compared OMol25 structures with the same formula, charge and spin is 103.0 kJ/mol.

=====

Entry 3:
ORCA calculation (ωB97M-V with the def2-TZVPD basis set) on C5H15N3 in the gas phase.

```
23
Properties=species:S:1:pos:R:3:mulliken_charge:R:1
C 2.689 1.326 0.043 -1.2229
C 1.234 0.955 -0.199 -0.3014
C 0.709 0.052 0.903 0.2120
N 0.702 0.695 2.221 -0.6164
C -0.696 -0.470 0.662 -1.0476
N -0.843 -1.049 -0.682 -0.2228
C -2.190 -1.525 -0.980 -0.7160
N -2.810 -0.901 -2.108 -0.6244
H 3.314 0.450 0.203 0.3204
H 3.096 1.886 -0.798 0.3638
H 2.842 2.045 0.860 0.3429
H 0.598 1.850 -0.129 0.1767
H 1.081 0.479 -1.167 0.3283
H 1.412 -0.771 1.088 0.2072
H 1.478 1.339 2.360 0.2013
H -0.138 1.175 2.514 0.2323
H -1.422 0.325 0.767 0.4496
H -0.910 -1.236 1.412 0.4003
H -0.138 -1.740 -0.897 0.2366
H -2.142 -2.617 -1.040 0.3703
H -2.784 -1.337 -0.087 0.3921
H -2.312 -1.037 -2.979 0.2601
H -2.768 0.104 -1.965 0.2575
```

The net charge is 0. The SMILES is CC[C@@H](N)CNCN. Its multiplicity is 1. The largest force on an atom comes out at 1.52 eV/A. As for the HOMO energy: -8.73 eV. Its energy above the lowest of the compared OMol25 structures with the same formula, charge and spin is 93.9 kJ/mol.

=====

Entry 4:
ORCA calculation (ωB97M-V with the def2-TZVPD basis set) on a molecular structure, C5H15N3.

```
23
Properties=species:S:1:pos:R:3:mulliken_charge:R:1
C -1.218 1.456 -1.888 -0.5188
C -1.659 0.005 -1.739 -0.7892
C -1.294 -0.684 -0.414 -0.6770
C 0.211 -0.628 -0.277 0.0614
N 0.737 0.475 0.273 -0.6186
C 2.651 -0.617 1.489 -0.3320
N 2.350 -1.855 1.573 -0.4752
N -1.722 2.246 -0.734 -0.7012
H -0.129 1.527 -1.995 0.2972
H -1.636 1.872 -2.803 0.4485
H -2.738 0.007 -1.906 0.3866
H -1.239 -0.578 -2.565 0.3514
H -1.694 -1.699 -0.366 0.3803
H -1.697 -0.115 0.424 0.3722
H 0.924 -1.246 -0.835 0.3650
H 0.426 -0.376 0.996 0.1555
H 0.960 -0.804 3.697 0.0254
H 2.212 0.083 2.194 0.2974
H 3.418 -0.330 0.767 0.2971
H 2.980 -2.619 1.754 0.1920
H 0.791 -1.454 3.330 -0.0426
H -1.594 3.221 -0.982 0.2481
H -1.041 2.112 0.011 0.2767
```

The net charge is 0. Its multiplicity is 1. The largest force on an atom comes out at 3.16 eV/A. As for the HOMO energy: -8.29 eV. Its energy above the lowest of the compared OMol25 structures with the same formula, charge and spin is 709.1 kJ/mol.

=====

Entry 5:
ORCA calculation (ωB97M-V with the def2-TZVPD basis set) on a molecular structure, C5H15N3.

```
23
Properties=species:S:1:pos:R:3:mulliken_charge:R:1
C -0.216 -0.936 -0.168 1.2158
C -0.831 -2.192 -0.754 -1.5544
C -0.199 -0.925 1.345 -1.4792
C -1.623 0.418 -0.590 -1.5601
N 1.026 -0.699 -0.709 -0.4877
H 1.669 -0.058 -0.216 0.2983
H 1.055 -0.626 -1.718 0.2564
H -0.241 -3.060 -0.454 0.4023
H -1.852 -2.318 -0.403 0.3412
H -0.836 -2.152 -1.843 0.4099
H 0.134 0.040 1.719 0.2648
H 0.500 -1.682 1.707 0.4166
H -1.184 -1.155 1.740 0.3653
H -1.992 1.363 -0.188 0.5370
H -1.679 0.305 -1.675 0.3030
H -2.460 -0.166 -0.200 0.3970
N 0.581 2.224 -0.426 -0.3873
C 1.347 2.135 0.679 -0.1725
N 2.423 1.428 0.697 -0.7175
H 1.071 1.944 -1.268 0.3089
H -0.524 2.033 -0.418 0.2141
H 2.941 1.505 1.565 0.1772
H 0.891 2.576 1.576 0.4508
```

The net charge is 0. Its multiplicity is 1. The largest force on an atom comes out at 3.83 eV/A. As for the HOMO energy: -8.20 eV. Its energy above the lowest of the compared OMol25 structures with the same formula, charge and spin is 263.5 kJ/mol.

=====

Entry 6:
ORCA calculation (ωB97M-V with the def2-TZVPD basis set) on 2 unconnected molecules or ions with the total composition C5H15N3.

```
23
Properties=species:S:1:pos:R:3:mulliken_charge:R:1
H -0.679 1.598 -1.713 0.2498
N -0.463 1.964 -0.789 -0.7380
C -0.480 1.110 0.154 0.0964
N -1.168 -0.217 0.206 -0.0279
C -1.908 -0.496 1.431 -0.9897
C -1.892 -0.622 -0.993 -1.1731
H -0.285 1.458 1.165 0.3924
H -2.886 -0.005 1.430 0.3432
H -2.056 -1.575 1.525 0.3257
H -1.343 -0.145 2.292 0.3167
H -2.108 -1.690 -0.934 0.3610
H -1.280 -0.439 -1.874 0.3695
H -2.822 -0.059 -1.113 0.3461
C 1.865 -0.319 -1.254 -1.0671
N 1.391 -0.388 0.110 -0.2510
C 2.287 0.252 1.046 -0.9818
H 2.876 -0.728 -1.337 0.3456
H 1.880 0.715 -1.633 0.3191
H 1.219 -0.919 -1.898 0.2850
H 0.239 -0.761 0.284 0.5314
H 1.916 0.133 2.066 0.3080
H 3.287 -0.191 0.999 0.2923
H 2.408 1.325 0.830 0.3463
```

The net charge is 0. The SMILES is [H]/N=C\N(C)C.CNC. Its multiplicity is 1. The largest force on an atom comes out at 4.00 eV/A. As for the HOMO energy: -7.39 eV. Its energy above the lowest of the compared OMol25 structures with the same formula, charge and spin is 308.1 kJ/mol.

=====

- What is the formula in the fourth record?
  C5H15N3

=====

What did the fourth record say?
ORCA calculation (ωB97M-V with the def2-TZVPD basis set) on a molecular structure, C5H15N3.

```
23
Properties=species:S:1:pos:R:3:mulliken_charge:R:1
C -1.218 1.456 -1.888 -0.5188
C -1.659 0.005 -1.739 -0.7892
C -1.294 -0.684 -0.414 -0.6770
C 0.211 -0.628 -0.277 0.0614
N 0.737 0.475 0.273 -0.6186
C 2.651 -0.617 1.489 -0.3320
N 2.350 -1.855 1.573 -0.4752
N -1.722 2.246 -0.734 -0.7012
H -0.129 1.527 -1.995 0.2972
H -1.636 1.872 -2.803 0.4485
H -2.738 0.007 -1.906 0.3866
H -1.239 -0.578 -2.565 0.3514
H -1.694 -1.699 -0.366 0.3803
H -1.697 -0.115 0.424 0.3722
H 0.924 -1.246 -0.835 0.3650
H 0.426 -0.376 0.996 0.1555
H 0.960 -0.804 3.697 0.0254
H 2.212 0.083 2.194 0.2974
H 3.418 -0.330 0.767 0.2971
H 2.980 -2.619 1.754 0.1920
H 0.791 -1.454 3.330 -0.0426
H -1.594 3.221 -0.982 0.2481
H -1.041 2.112 0.011 0.2767
```

The net charge is 0. Its multiplicity is 1. The largest force on an atom comes out at 3.16 eV/A. As for the HOMO energy: -8.29 eV. Its energy above the lowest of the compared OMol25 structures with the same formula, charge and spin is 709.1 kJ/mol.